Entry 1:
{"formula": "C6H7P", "method": "wB97M-V/def2-TZVPD", "species": ["C", "P", "C", "C", "C", "C", "C", "H", "H", "H", "H", "H", "H", "H"], "coordinates": [[-1.51717, -0.01106, 1.30022], [-1.27519, 0.03299, -0.41085], [-0.35958, -1.50527, -0.64201], [0.86725, -1.22994, -0.14489], [1.40198, 0.05470, 0.16914], [1.04325, 1.24313, -0.40700], [-0.21408, 1.43551, -0.79010], [-1.85191, -0.94137, 1.65297], [-2.00094, 0.86771, 1.83555], [-0.68970, -2.29311, -1.21747], [1.35187, -2.18010, -0.07852], [2.29706, 0.16818, 0.62990], [1.66613, 2.03516, -0.51017], [-0.71897, 2.32348, -1.38676]], "forces_ev_per_a": [[-1.16, 2.62, -0.58], [-0.16, -0.18, 0.06], [-0.71, 3.99, 0.83], [0.20, -0.47, -0.48], [-0.38, -1.99, -0.12], [-2.10, -0.90, -0.38], [-4.33, 1.54, -1.82], [-0.24, -1.34, 0.64], [0.91, -0.97, -0.68], [-0.45, -1.88, -0.68], [1.69, -0.03, 0.39], [2.80, -0.67, 1.51], [2.37, 2.06, -0.14], [1.55, -1.78, 1.44]], "orbital_gap_ev": [5.8, 6.9], "total_charge": 0, "spin_multiplicity": 1, "smiles": "C=P1=CC=CC=C1", "e_above_lowest_ev": 4.8423, "energy_ha": -573.98302, "lumo_ev": [-1.31, -0.61]}

Entry 2:
{"formula": "C4H10N2O", "method": "wB97M-V/def2-TZVPD", "species": ["H", "N", "C", "C", "C", "N", "O", "C", "H", "H", "H", "H", "H", "H", "H", "H", "H"], "coordinates": [[1.71826, 1.52968, 0.41924], [0.66971, 1.76293, 0.28687], [0.17915, 0.79617, -0.40036], [0.88144, -0.52959, -0.63421], [2.30228, -0.49987, 0.03341], [-1.12616, 0.92700, -0.84500], [-2.03037, -0.17230, -0.74026], [-2.40475, -0.33469, 0.59404], [0.34903, -1.40200, -0.09549], [0.84582, -0.87708, -1.66888], [2.09775, -0.13882, 1.06315], [3.01751, 0.04528, -0.47679], [2.73474, -1.53194, 0.08934], [-1.53205, 1.83827, -0.52658], [-3.11414, -1.22694, 0.62665], [-3.05709, 0.46103, 0.99930], [-1.53112, -0.64713, 1.27557]], "forces_ev_per_a": [[-2.26, 0.96, -0.16], [2.03, -0.77, -0.65], [-0.15, -0.69, 1.26], [0.30, -1.50, 1.20], [-2.14, -2.43, 0.88], [-0.77, 1.02, -0.39], [1.04, 1.07, -0.16], [-0.87, -2.41, 1.73], [0.31, 1.59, -0.64], [0.23, 0.45, -0.08], [0.74, -0.32, -0.53], [1.27, 1.57, -0.93], [-0.58, 0.74, 0.07], [0.18, -1.29, -0.25], [0.97, 0.86, -0.33], [0.86, 0.22, -0.15], [-1.15, 0.94, -0.87]], "orbital_gap_ev": 10.3, "total_charge": 0, "spin_multiplicity": 1, "smiles": "[H]/N=C(\\CC)NOC", "e_above_lowest_ev": 3.8117, "energy_ha": -343.06139, "lumo_ev": 0.93}

Entry 3:
{"formula": "C4H9BrN", "method": "wB97M-V/def2-TZVPD", "species": ["C", "C", "C", "C", "N", "Br", "H", "H", "H", "H", "H", "H", "H", "H", "H"], "coordinates": [[-0.20316, -0.06161, -1.20302], [-0.18621, -0.83854, -0.01314], [1.39829, 1.19041, 0.44762], [-2.35215, -1.22926, 0.32932], [0.10614, 0.55722, 0.12622], [-3.10844, 0.43248, 0.07556], [0.58331, 0.10184, -2.01539], [-1.12036, 0.11639, -1.70330], [0.47339, -1.55869, 0.22280], [2.07678, 0.45779, 0.63530], [1.67989, 1.74763, -0.34136], [1.15164, 1.80056, 1.23947], [-2.34623, -1.65477, 1.38426], [-2.54707, -2.12229, -0.23728], [-0.78310, 1.17898, 0.33766]], "forces_ev_per_a": [[2.65, 0.57, -2.72], [-5.40, 0.21, -0.37], [-2.72, -1.06, 0.22], [3.97, -1.10, 2.57], [-3.63, 2.04, -0.68], [-0.44, -0.04, -0.09], [-0.44, -0.82, 1.65], [-1.13, 0.74, 0.27], [2.20, -2.22, 1.17], [2.03, -1.93, 0.87], [1.03, 1.95, -2.73], [0.20, 1.25, 2.04], [-0.04, 1.41, -1.05], [-0.21, 0.46, -1.34], [1.91, -1.46, 0.18]], "orbital_gap_ev": 10.4, "total_charge": 1, "spin_multiplicity": 1, "e_above_lowest_ev": 2.9396, "energy_ha": -2786.16121, "lumo_ev": -3.91}

Entry 4:
{"formula": "C12H19MnO7P", "method": "wB97M-V/def2-TZVPD", "species": ["Mn", "C", "O", "C", "O", "C", "O", "C", "O", "C", "H", "H", "C", "H", "H", "C", "C", "O", "P", "O", "C", "C", "O", "C", "C", "H", "H", "H", "H", "H", "H", "H", "H", "H", "H", "H", "H", "H", "H", "H"], "coordinates": [[-2.27777, -1.50198, -0.31623], [-1.54578, -0.82728, 1.17788], [-1.08517, -0.46790, 2.18255], [-3.99611, -1.51754, 0.18211], [-5.08818, -1.38500, 0.55428], [-1.62250, -3.12296, 0.30507], [-1.03730, -4.02402, 0.73267], [-2.35979, 0.10577, -1.23892], [-2.36134, 1.06934, -1.88315], [-1.28142, -2.18280, -2.23977], [-0.87725, -1.31841, -2.79308], [-0.54715, -2.98561, -2.05492], [-2.66693, -2.45751, -2.23890], [-3.04614, -3.47337, -2.02335], [-3.37382, -1.80718, -2.78585], [3.41348, -1.21835, -0.75837], [1.96932, -1.32942, -0.34835], [1.10527, -0.38074, -1.05599], [1.13314, 1.27393, -1.02895], [2.49494, 1.61467, -0.19687], [2.69192, 2.02248, 1.19028], [2.46557, 0.91893, 2.18342], [-0.04089, 1.61288, 0.11263], [-0.63096, 2.93957, 0.18259], [-1.86710, 2.86390, 1.04233], [3.51217, -1.30235, -1.84579], [3.97824, -2.03695, -0.30012], [3.84121, -0.26712, -0.42543], [1.55953, -2.31308, -0.60723], [1.82918, -1.19272, 0.73205], [3.73803, 2.34647, 1.21615], [2.06287, 2.89488, 1.41037], [1.41587, 0.60476, 2.21892], [3.10752, 0.05607, 1.97527], [2.72870, 1.29581, 3.17784], [0.10170, 3.63136, 0.62299], [-0.89069, 3.29174, -0.82618], [-1.62899, 2.52439, 2.05494], [-2.31568, 3.85920, 1.10363], [-2.60771, 2.18616, 0.60948]], "forces_ev_per_a": [[0.48, -0.66, -1.28], [3.39, 3.08, 7.41], [-1.49, -1.29, -3.43], [-7.84, 0.67, 2.43], [3.88, -0.60, -1.42], [3.44, -7.48, 2.70], [-1.74, 2.95, -1.12], [-0.38, 7.12, -4.80], [-0.05, -3.06, 2.12], [-1.65, -1.22, -2.00], [-0.35, -0.34, 0.52], [-0.50, 0.47, 0.24], [1.78, -0.19, -2.10], [0.28, 0.64, 0.17], [0.49, -0.35, 0.41], [0.18, 0.03, -0.09], [0.41, -0.40, 0.45], [-0.85, 2.74, -0.72], [1.29, -2.31, 5.11], [-1.58, -0.52, -2.14], [0.33, 1.02, 0.57], [-0.25, -0.46, 0.01], [1.17, -0.72, -2.30], [-0.38, 1.02, 0.06], [-0.04, -0.15, 0.16], [0.02, -0.01, 0.19], [-0.08, 0.12, -0.07], [0.01, -0.30, -0.12], [-0.02, 0.32, -0.18], [-0.03, 0.18, -0.33], [-0.29, 0.00, -0.17], [0.15, -0.23, -0.17], [0.18, 0.02, 0.02], [-0.09, 0.19, 0.08], [-0.02, 0.02, -0.18], [-0.10, -0.23, -0.21], [0.17, -0.17, 0.23], [-0.02, 0.11, -0.13], [0.05, -0.13, 0.02], [0.03, 0.13, 0.04]], "s_squared": 8.808, "orbital_gap_ev": [7.7, 5.3], "total_charge": 2, "spin_multiplicity": 6, "e_above_lowest_ev": 0.0000, "energy_ha": -2486.87935, "lumo_ev": [-6.51, -11.20]}

Entry 5:
{"formula": "C27H45Cl2InN4O3S2SeSi2", "method": "wB97M-V/def2-TZVPD", "species": ["In", "Cl", "C", "C", "C", "Cl", "C", "O", "C", "C", "O", "C", "H", "H", "H", "N", "C", "C", "C", "N", "C", "C", "N", "C", "H", "H", "H", "H", "H", "H", "H", "H", "H", "H", "H", "H", "H", "H", "H", "H", "C", "O", "C", "S", "S", "H", "H", "H", "C", "Si", "C", "C", "C", "Si", "C", "C", "C", "H", "H", "H", "H", "H", "H", "H", "H", "H", "H", "H", "H", "H", "H", "H", "H", "H", "H", "H", "Se", "C", "C", "C", "N", "C", "C", "H", "H", "H", "H"], "coordinates": [[0.18017, -0.64329, 0.70350], [-6.19620, -0.11048, 4.97770], [-4.64851, -0.28208, 4.22784], [-3.58759, -0.79482, 4.99297], [-2.35708, -0.92486, 4.41949], [-1.03858, -1.54023, 5.33913], [-2.08648, -0.59038, 3.05130], [-0.91091, -0.70248, 2.60346], [-3.20739, -0.11779, 2.29705], [-3.10676, 0.16715, 0.91395], [-2.16002, -0.04141, 0.13755], [-4.46352, 0.05924, 2.91939], [-3.74772, -1.07647, 6.01977], [-4.01987, 0.59871, 0.46657], [-5.27389, 0.47452, 2.34103], [-0.91187, 1.63720, -1.80086], [-1.32478, 1.66473, -3.20968], [-1.92456, 0.32336, -3.61884], [-0.90966, -0.82310, -3.56863], [-0.57095, -1.17390, -2.18961], [0.34601, -0.44597, -4.36252], [0.96423, 0.89213, -3.94731], [1.49024, 0.83013, -2.58211], [-0.08711, 2.00763, -4.03934], [-1.56841, 1.14425, -1.17479], [-0.77034, 2.65627, -1.44890], [0.01693, 1.14229, -1.78275], [-2.08125, 2.44714, -3.34108], [-2.30062, 0.40326, -4.64019], [-2.77017, 0.09234, -2.96672], [-1.36809, -1.68926, -4.07865], [-0.07017, -2.06024, -2.19072], [-1.43272, -1.34885, -1.67566], [0.07277, -0.37656, -5.41576], [1.09085, -1.24066, -4.26640], [1.77052, 1.11485, -4.66661], [2.08149, 1.63686, -2.41578], [2.05512, -0.00052, -2.44070], [-0.36665, 2.13621, -5.08366], [0.32756, 2.95082, -3.67866], [-2.35562, 5.36735, 2.28751], [-1.70348, 5.43530, 1.04051], [-1.39543, 4.29527, 0.42592], [-0.60433, 4.51142, -1.04476], [-1.77156, 2.80437, 1.07094], [-2.61562, 6.39006, 2.54344], [-1.68898, 4.94587, 3.04478], [-3.25229, 4.74711, 2.22676], [5.18682, -0.37066, 1.79364], [3.69231, -0.10842, 0.62714], [4.04318, 1.37534, -0.52754], [3.58709, -1.67467, -0.46922], [2.14420, 0.13178, 1.70545], [1.92269, 1.76818, 2.69458], [0.42928, 1.72906, 3.87155], [1.87670, 3.26914, 1.52468], [3.46086, 1.95940, 3.82548], [5.99931, -0.86070, 1.26531], [4.93364, -0.98611, 2.65183], [5.55912, 0.57650, 2.16751], [4.81484, 2.01357, -0.10677], [3.16528, 1.99261, -0.67957], [4.40165, 1.03704, -1.49489], [4.34819, -1.66700, -1.24471], [2.61709, -1.77940, -0.95258], [3.76024, -2.56376, 0.12865], [2.11124, -0.68052, 2.43645], [-0.49673, 1.89730, 3.33095], [0.51249, 2.49431, 4.63839], [0.34585, 0.76633, 4.36653], [1.13691, 3.14841, 0.73887], [2.83702, 3.44902, 1.05440], [1.61684, 4.16796, 2.07638], [3.72367, 1.03234, 4.32247], [3.25377, 2.69560, 4.59676], [4.32924, 2.30230, 3.27481], [-1.06431, -3.02400, 0.57314], [-0.07411, -4.43019, -0.25756], [1.29407, -4.59502, -0.06891], [1.91121, -5.69632, -0.63529], [1.27378, -6.60763, -1.35074], [-0.02761, -6.44815, -1.53471], [-0.74672, -5.38376, -1.02087], [1.84846, -3.87837, 0.52251], [2.97374, -5.86343, -0.50522], [-0.51555, -7.21123, -2.12763], [-1.80922, -5.28372, -1.19004]], "forces_ev_per_a": [[-0.41, -0.52, 1.26], [-0.26, 0.07, 0.10], [0.03, 0.06, -0.29], [0.10, 0.11, -0.43], [0.07, -0.06, -0.02], [0.15, -0.12, 0.22], [-0.69, 0.21, 0.09], [0.80, 0.03, -0.50], [0.44, -0.22, 0.47], [-0.55, 0.09, -0.28], [0.69, -0.23, -0.02], [0.07, -0.04, 0.15], [0.01, -0.03, 0.15], [0.11, -0.07, 0.07], [-0.17, -0.01, -0.06], [-0.15, -0.12, 0.59], [-0.24, 0.01, -0.56], [0.23, -0.09, 0.18], [-0.01, 0.04, -0.65], [-0.14, -0.24, 0.36], [-0.05, 0.07, 0.33], [-0.05, -0.01, -0.63], [0.63, 0.06, 0.04], [0.08, -0.21, 0.19], [0.05, 0.37, -0.26], [-0.07, -0.40, -0.11], [-0.31, 0.24, 0.12], [0.13, -0.05, 0.16], [-0.06, 0.03, 0.00], [-0.10, -0.02, -0.04], [0.07, 0.18, 0.12], [-0.09, 0.03, 0.10], [0.11, -0.18, 0.03], [0.05, -0.05, -0.09], [0.03, -0.05, -0.06], [-0.17, -0.01, 0.13], [0.10, -0.04, 0.04], [0.04, 0.06, -0.03], [-0.06, 0.08, -0.06], [0.04, 0.08, -0.07], [-0.29, -0.05, 0.62], [0.13, 0.06, -0.32], [0.07, 0.17, -0.25], [0.30, 0.71, -0.38], [-0.05, -0.22, 0.44], [0.01, 0.05, 0.00], [-0.09, 0.01, -0.04], [0.06, 0.08, 0.04], [-0.56, 0.16, -0.49], [0.31, -0.10, 0.08], [-0.15, -0.45, 0.47], [-0.10, 0.58, 0.45], [-0.85, 0.08, -1.07], [0.12, 0.43, 0.29], [0.38, -0.15, -0.58], [-0.02, -0.71, 0.42], [-0.52, -0.15, -0.52], [0.15, -0.08, -0.15], [-0.12, -0.13, 0.11], [0.05, 0.20, 0.09], [0.10, 0.12, 0.12], [-0.18, 0.12, 0.02], [0.08, -0.12, -0.18], [0.16, 0.10, -0.12], [-0.19, -0.08, -0.12], [-0.05, -0.20, 0.14], [0.02, -0.19, 0.15], [-0.14, 0.05, -0.08], [0.16, 0.21, 0.05], [0.07, -0.16, 0.09], [-0.15, -0.01, -0.12], [0.26, -0.01, -0.04], [-0.11, 0.15, 0.15], [0.04, -0.24, 0.12], [-0.12, 0.16, 0.10], [0.22, 0.06, -0.17], [0.38, 0.40, -0.05], [0.10, 0.13, -0.06], [-0.15, 0.12, 0.03], [0.19, 0.18, 0.11], [0.21, -0.44, -0.25], [-0.18, 0.05, -0.02], [0.00, 0.26, 0.17], [0.05, -0.09, 0.01], [0.08, 0.07, 0.05], [-0.11, -0.03, -0.03], [-0.05, -0.08, -0.06]], "orbital_gap_ev": 6.5, "total_charge": 0, "spin_multiplicity": 1, "e_above_lowest_ev": 1.0569, "energy_ha": -6387.97765, "lumo_ev": -1.07}

Entry 6:
{"formula": "C4H8NO", "method": "wB97M-V/def2-TZVPD", "species": ["C", "N", "C", "C", "O", "C", "H", "H", "H", "H", "H", "H", "H", "H"], "coordinates": [[1.92402, 1.17701, -0.02410], [1.24031, 0.10151, 0.00981], [1.13507, -1.28726, -0.40306], [-0.00018, -0.64150, 0.32621], [-0.96673, -0.36148, -0.57525], [-1.91605, 0.48431, -0.06461], [1.73219, 2.02850, 0.49529], [2.92377, 1.00214, -0.44268], [1.87091, -1.95583, -0.02816], [0.79767, -1.39242, -1.49573], [-0.22081, -0.84264, 1.42943], [-2.70964, 0.79104, -0.83677], [-1.41248, 1.44882, 0.11438], [-2.51191, -0.04706, 0.78288]], "forces_ev_per_a": [[1.81, -4.45, -1.10], [-0.15, 1.15, 0.23], [-0.90, 0.63, -2.12], [0.32, -0.85, 0.74], [0.49, -1.48, -0.25], [-3.56, 1.64, 0.38], [-1.22, 2.42, 1.26], [-0.34, 0.67, -0.25], [0.29, -0.51, 0.49], [1.02, 0.07, 1.59], [0.18, 0.52, -1.65], [1.32, -1.02, 0.76], [-0.49, -0.19, 0.96], [1.22, 1.41, -1.03]], "orbital_gap_ev": 10.1, "total_charge": 1, "spin_multiplicity": 1, "smiles": "C=[N+]1C[C@@H]1OC", "e_above_lowest_ev": 3.0967, "energy_ha": -286.82869, "lumo_ev": -5.21}